Record 1
This record from the OMol25 dataset describes a cluster of 5 separate species, C28H57NO10 in total. The level of theory is ωB97M-V/def2-TZVPD.

Geometry as ORCA input:
```
! RIJCOSX wB97M-V def2-TZVPD def2/J DEFGRID3
* xyz 0 1
C -2.3779 -1.8662 3.0693
C -1.5220 -2.1392 4.4024
C -0.1658 -1.2713 4.3315
C -1.3050 -3.6847 4.7643
C -0.4964 -4.5387 3.6761
C 1.0972 -4.2826 3.7019
O 1.6401 -3.8756 4.7669
O 1.9397 -4.5511 2.5527
C 2.2474 -3.3170 1.8446
C 1.1868 -3.2130 0.6237
C 1.5122 -3.6673 -0.8069
C 0.5478 -3.5985 -2.0321
C -0.8621 -3.0333 -1.6177
C -1.0093 -2.6337 -0.1425
N -0.0901 -2.6752 0.9313
H -1.7457 -1.2401 2.3381
H -2.8431 -2.7918 2.5936
H -3.2642 -1.1771 3.3536
H -2.1336 -1.6867 5.2754
H -0.3544 -0.1377 4.2540
H 0.4800 -1.5559 5.2319
H 0.3657 -1.5796 3.3635
H -2.3619 -4.1553 4.8188
H -0.8722 -3.8102 5.8231
H -0.6188 -5.6499 3.9801
H -0.9333 -4.4776 2.6118
H 2.1774 -2.4210 2.5553
H 3.2936 -3.3305 1.3866
H 2.5670 -4.0824 -0.9973
H 0.8194 -3.9100 -3.0883
H -1.7100 -2.9360 -2.3886
H -2.0535 -2.2273 0.1344
C 3.5403 1.0061 -1.4977
O 2.1462 0.9478 -1.2226
C 1.8695 0.4193 0.0723
C 1.5999 1.5261 1.0883
O 2.7605 2.3303 1.3027
C 2.7337 3.5386 0.5532
H 3.6947 1.6983 -2.3280
H 4.1166 1.3625 -0.6407
H 3.8992 0.0163 -1.7932
H 2.6836 -0.2345 0.4066
H 0.9670 -0.1930 -0.0191
H 1.3513 1.0674 2.0489
H 0.7535 2.1484 0.7782
H 2.0978 4.2721 1.0585
H 2.3726 3.3868 -0.4671
H 3.7517 3.9322 0.5038
C 2.9337 7.1366 2.2804
O 1.8137 6.3184 2.5895
C 1.6222 6.1664 3.9942
C 0.5489 7.1142 4.5231
O 0.9487 8.4791 4.3910
C 0.3907 9.1027 3.2424
H 2.8319 7.4747 1.2467
H 2.9951 8.0158 2.9257
H 3.8540 6.5526 2.3710
H 2.5676 6.3011 4.5317
H 1.2878 5.1379 4.1615
H 0.4111 6.9272 5.5908
H -0.4094 6.9445 4.0207
H -0.6438 9.3966 3.4471
H 0.4159 8.4534 2.3639
H 0.9735 10.0006 3.0250
C -4.5881 -3.4972 -0.8197
O -4.5459 -2.4808 -1.8128
C -5.0329 -2.9312 -3.0753
C -6.4831 -2.5123 -3.3025
O -7.3591 -3.1425 -2.3673
C -7.6884 -2.2979 -1.2725
H -4.5226 -3.0180 0.1599
H -5.5132 -4.0765 -0.8579
H -3.7324 -4.1675 -0.9421
H -4.9159 -4.0167 -3.1718
H -4.4126 -2.4597 -3.8439
H -6.7919 -2.8427 -4.2972
H -6.5909 -1.4234 -3.2562
H -8.4702 -1.5926 -1.5719
H -6.8232 -1.7435 -0.9009
H -8.0716 -2.9231 -0.4630
C 1.7893 0.4793 -4.2871
O 3.0888 -0.0155 -4.5907
C 3.0679 -1.3730 -5.0219
C 3.1255 -1.4833 -6.5434
O 1.9584 -0.9274 -7.1502
C 2.1662 0.3973 -7.6210
H 1.8324 1.5707 -4.2871
H 1.0438 0.1647 -5.0215
H 1.4888 0.1392 -3.2937
H 2.1905 -1.8939 -4.6211
H 3.9593 -1.8538 -4.6066
H 3.1511 -2.5409 -6.8180
H 4.0284 -1.0064 -6.9393
H 2.6874 0.3700 -8.5834
H 2.7392 1.0035 -6.9154
H 1.1896 0.8650 -7.7645
*
```

Summary:
* HOMO energy: -8.972 eV
* SMILES string: CC(C)CCC(=O)OCc1ccccn1.COCCOC.COCCOC.COCCOC.COCCOC
* E: -1907.86263 Eh


Record 2
This record from the OMol25 dataset describes the ion C5H8NO2 with charge -1. The level of theory is ωB97M-V/def2-TZVPD.

Geometry as ORCA input:
```
! RIJCOSX wB97M-V def2-TZVPD def2/J DEFGRID3
* xyz -1 1
C -2.2701 -1.3958 0.8497
C -1.0619 -0.8364 0.8005
C -0.1654 -0.6288 -0.3639
C 0.5350 0.7395 -0.3448
N 1.1050 0.9420 -1.6795
C 1.6134 0.9448 0.7818
O 2.7618 0.5742 0.4588
O 1.1969 1.3548 1.8818
H -2.5541 -1.9296 -0.0607
H -2.9394 -1.3242 1.6885
H -0.7276 -0.3876 1.7457
H 0.5384 -1.4582 -0.4739
H -0.7830 -0.7377 -1.2792
H -0.3058 1.4439 -0.2422
H 2.1193 0.8666 -1.6342
H 0.9376 1.8326 -2.1285
*
```

Summary:
* HOMO energy: -4.019 eV
* ΔE to the lowest compared entry with this formula, charge and spin: 57.00 kJ/mol
* SMILES string: C=CC[C@H](N)C(=O)[O-]
* E: -400.59299 Eh


Record 3
This record from the OMol25 dataset describes a cluster of 4 separate species, C14H31NO7P in total. The level of theory is ωB97M-V/def2-TZVPD.

Geometry as ORCA input:
```
! RIJCOSX wB97M-V def2-TZVPD def2/J DEFGRID3
* xyz 1 1
O 0.1505 2.1119 -1.8943
C -0.1357 0.9835 -2.0912
O -1.1456 0.3337 -1.4466
C 0.7097 0.1159 -3.0300
N 0.6911 0.6564 -4.4370
P 0.8107 -0.5204 -5.9626
O 2.1801 -1.2222 -5.5805
O -0.2573 -1.6588 -5.5442
H -1.9062 0.1965 -2.0349
H 1.7481 0.1864 -2.6823
H 0.4418 -0.9388 -3.0137
H -0.0843 1.3088 -4.5854
H 1.5376 1.2263 -4.5395
H 2.2416 -1.7050 -4.7204
H -0.8542 -1.4572 -4.8086
C -0.3277 -0.0206 1.9430
C -1.2908 0.2092 3.1070
C -1.8124 -1.2041 3.3418
O -0.7496 -2.0950 2.9839
C 0.2676 -1.3772 2.2970
H 0.4316 0.7558 1.8417
H -0.8811 -0.0838 1.0042
H -0.7484 0.5673 3.9804
H -2.0814 0.9236 2.8919
H -2.6770 -1.4205 2.7041
H -2.0950 -1.3898 4.3776
H 1.1355 -1.2686 2.9570
H 0.5756 -1.9521 1.4195
C -0.7994 5.1245 3.2071
C -1.7494 5.3568 4.3803
C -2.2792 3.9510 4.6283
O -1.2257 3.0538 4.2642
C -0.2086 3.7652 3.5581
H -0.0399 5.8969 3.0965
H -1.3635 5.0640 2.2735
H -1.1922 5.7105 5.2499
H -2.5415 6.0733 4.1696
H -3.1532 3.7405 4.0018
H -2.5506 3.7731 5.6689
H 0.6662 3.8701 4.2085
H 0.0827 3.1864 2.6788
C 1.7230 -4.2083 -1.3068
C 0.9553 -4.6769 -2.5443
C 0.8631 -3.3932 -3.3466
O 2.0313 -2.6209 -3.0391
C 2.7066 -3.2077 -1.8990
H 2.2237 -5.0137 -0.7747
H 1.0453 -3.7107 -0.6109
H 1.5399 -5.4181 -3.0915
H -0.0191 -5.1068 -2.3237
H -0.0234 -2.8140 -3.0447
H 0.8336 -3.5483 -4.4229
H 3.6168 -3.6953 -2.2524
H 2.9834 -2.4132 -1.2067
*
```

Summary:
* HOMO energy: -11.124 eV
* E: -1474.57788 Eh


Record 4
This record from the OMol25 dataset describes a structure of composition C39H42N3O5SiTi. The level of theory is ωB97M-V/def2-TZVPD.

Geometry as ORCA input:
```
! RIJCOSX wB97M-V def2-TZVPD def2/J DEFGRID3
* xyz -1 3
Ti -1.0100 -0.6150 1.3549
O -0.0218 -2.0844 2.6467
C 0.9046 -3.0041 2.0857
C 0.2106 -4.3484 1.9092
C -1.2045 -4.1795 1.3467
C -1.2278 -3.6211 -0.0484
C -1.3177 -4.4797 -1.1410
C -1.3641 -3.9646 -2.4233
C -1.3071 -2.5913 -2.5904
C -1.1969 -1.7981 -1.4642
N -1.1637 -2.2907 -0.2190
H 0.4498 -1.4464 3.3077
H 1.7636 -3.1072 2.7550
H 1.2752 -2.6178 1.1324
H 0.1366 -4.8602 2.8717
H 0.8142 -4.9787 1.2481
H -1.7621 -3.5130 2.0043
H -1.7152 -5.1446 1.3406
H -1.3650 -5.5469 -0.9674
H -1.4458 -4.6250 -3.2780
H -1.3284 -2.1313 -3.5683
H -1.1300 -0.7204 -1.5342
O 0.9037 -0.2772 0.7297
Si 2.0379 0.3780 -0.1552
C 3.6892 -0.4924 0.1448
C 4.6745 -0.6792 -0.8256
C 5.8794 -1.3032 -0.5222
C 6.1204 -1.7542 0.7671
C 5.1544 -1.5767 1.7500
C 3.9546 -0.9534 1.4392
C 1.7277 0.3190 -2.0260
C 1.3477 1.4564 -2.7425
C 1.0644 1.3997 -4.1018
C 1.1675 0.1939 -4.7811
C 1.5491 -0.9503 -4.0922
C 1.8195 -0.8834 -2.7324
C 2.2707 2.2004 0.2699
C 1.2879 2.8538 1.0172
C 1.4072 4.2046 1.3254
C 2.5117 4.9240 0.8934
C 3.5017 4.2893 0.1521
C 3.3764 2.9416 -0.1529
H 4.4978 -0.3356 -1.8396
H 6.6290 -1.4392 -1.2932
H 7.0574 -2.2427 1.0067
H 5.3377 -1.9252 2.7595
H 3.2019 -0.8210 2.2107
H 1.2652 2.4044 -2.2219
H 0.7568 2.2948 -4.6299
H 0.9511 0.1459 -5.8417
H 1.6303 -1.8968 -4.6146
H 2.1055 -1.7897 -2.2069
H 0.4184 2.2979 1.3512
H 0.6305 4.6934 1.9023
H 2.6049 5.9768 1.1335
H 4.3693 4.8456 -0.1833
H 4.1591 2.4550 -0.7279
C -5.7971 -1.3152 2.9934
C -5.2908 -2.2401 2.0925
C -3.9752 -2.1308 1.6471
C -3.0956 -1.1224 2.0682
C -3.6579 -0.2051 2.9757
C -4.9697 -0.2878 3.4295
H -6.8199 -1.3896 3.3460
H -5.9225 -3.0454 1.7294
H -3.6451 -2.8714 0.9195
H -3.0442 0.6143 3.3387
H -5.3501 0.4520 4.1274
N -1.7300 0.8524 0.1750
C -1.7001 1.9778 -0.2946
N -2.1439 2.4705 -1.4937
C -1.6537 3.7486 -1.9631
C -2.6640 4.3489 -2.9215
O -2.9359 3.4637 -3.9981
C -3.4641 2.2372 -3.5128
C -2.5026 1.5484 -2.5626
H -0.6931 3.6360 -2.4882
H -1.4961 4.3960 -1.1000
H -2.2823 5.2689 -3.3653
H -3.5962 4.5693 -2.3834
H -3.6579 1.6162 -4.3878
H -4.4131 2.4281 -2.9936
H -1.6076 1.2196 -3.1117
H -2.9790 0.6775 -2.1089
C 0.5374 1.9582 4.6035
C 0.2807 0.6621 3.8676
O 0.9803 -0.3365 4.1695
O -0.6164 0.6801 2.9793
H 0.8747 1.7612 5.6190
H -0.3548 2.5809 4.6003
H 1.3310 2.4899 4.0730
*
```

Summary:
* HOMO energy (spin up / spin down): -3.420 / -5.145 eV
* ΔE to the lowest compared entry with this formula, charge and spin: 8.60 kJ/mol
* expectation value of S²: 2.01
* E: -3190.99063 Eh


Record 5
This record from the OMol25 dataset describes the molecule C4H6S. The level of theory is ωB97M-V/def2-TZVPD.

Geometry as ORCA input:
```
! RIJCOSX wB97M-V def2-TZVPD def2/J DEFGRID3
* xyz 0 1
S 2.7111 0.0018 -0.0919
C 1.0584 0.0580 -0.1480
C 0.0675 -1.0172 0.0234
C -1.0316 -0.0423 -0.1962
C -0.0365 1.0715 -0.0429
H 0.1646 -1.9915 -0.5344
H 0.1243 -1.2626 1.1385
H -1.3844 -0.2425 -1.2051
H -1.7918 -0.1182 0.5039
H 0.0568 1.4971 1.0814
H 0.0616 2.0459 -0.5287
*
```

Summary:
* HOMO energy: -8.491 eV
* ΔE to the lowest compared entry with this formula, charge and spin: 130.45 kJ/mol
* SMILES string: S=C1CCC1
* E: -554.12248 Eh


Record 6
This record from the OMol25 dataset describes a structure of composition C21H24N6O2W. The level of theory is ωB97M-V/def2-TZVPD.

Geometry as ORCA input:
```
! RIJCOSX wB97M-V def2-TZVPD def2/J DEFGRID3
* xyz 2 1
W 0.0976 0.0414 -0.0450
O 0.0768 -0.6782 1.6648
C 0.3524 -1.8170 2.3362
C 0.5124 -1.7906 3.7140
C 0.8022 -2.9679 4.3782
C 0.9188 -4.1710 3.6790
C 0.7370 -4.1955 2.3160
C 0.4573 -3.0131 1.6109
C 0.2151 -3.0590 0.2012
N 0.0181 -2.0488 -0.5839
C -0.3340 -2.3736 -1.9827
C 0.0531 -1.1966 -2.8562
N -0.3979 0.0123 -2.1585
C -1.0416 0.8952 -2.8591
C -1.5630 2.1336 -2.3923
C -2.2911 2.9720 -3.2557
C -2.7812 4.1736 -2.8087
C -2.5502 4.5754 -1.4899
C -1.8388 3.7727 -0.6197
C -1.3540 2.5534 -1.0715
O -0.6498 1.7651 -0.2347
H 0.3989 -0.8549 4.2454
H 0.9306 -2.9557 5.4518
H 1.1361 -5.0850 4.2133
H 0.8019 -5.1313 1.7747
H 0.1697 -4.0550 -0.2367
H -1.4123 -2.5373 -2.0355
H 0.1758 -3.2845 -2.2947
H -0.4072 -1.2833 -3.8399
H 1.1351 -1.1389 -2.9738
H -1.2092 0.6738 -3.9118
H -2.4620 2.6559 -4.2771
H -3.3425 4.8145 -3.4734
H -2.9316 5.5268 -1.1452
H -1.6531 4.0733 0.4024
C 5.8704 -2.8962 -0.4354
C 5.8822 -2.0669 0.8445
C 4.9250 -2.6282 1.8931
C 5.6096 -0.5828 0.5610
N 4.2760 -0.3762 -0.0095
C 3.1050 -0.2568 0.5976
N 2.1792 -0.1819 -0.3475
N 2.8315 -0.2265 -1.5453
N 4.0750 -0.3468 -1.3328
H 6.1699 -3.9208 -0.2204
H 6.5567 -2.4940 -1.1803
H 4.8722 -2.9332 -0.8797
H 6.8916 -2.0842 1.2624
H 3.8989 -2.6914 1.5144
H 4.9264 -2.0295 2.8066
H 5.2231 -3.6408 2.1612
H 6.3099 -0.1854 -0.1709
H 5.6691 0.0122 1.4712
H 2.9449 -0.2368 1.6624
*
```

Summary:
* HOMO energy: -14.243 eV
* ΔE to the lowest compared entry with this formula, charge and spin: 0.00 kJ/mol
* E: -1360.24161 Eh


- E of number 3 (C14H31NO7P)?
  -1474.57788 Eh


- Which of these has the highest E?
  C5H8NO2


What did the third record say?
This record from the OMol25 dataset describes a cluster of 4 separate species, C14H31NO7P in total. The level of theory is ωB97M-V/def2-TZVPD.

Geometry as ORCA input:
```
! RIJCOSX wB97M-V def2-TZVPD def2/J DEFGRID3
* xyz 1 1
O 0.1505 2.1119 -1.8943
C -0.1357 0.9835 -2.0912
O -1.1456 0.3337 -1.4466
C 0.7097 0.1159 -3.0300
N 0.6911 0.6564 -4.4370
P 0.8107 -0.5204 -5.9626
O 2.1801 -1.2222 -5.5805
O -0.2573 -1.6588 -5.5442
H -1.9062 0.1965 -2.0349
H 1.7481 0.1864 -2.6823
H 0.4418 -0.9388 -3.0137
H -0.0843 1.3088 -4.5854
H 1.5376 1.2263 -4.5395
H 2.2416 -1.7050 -4.7204
H -0.8542 -1.4572 -4.8086
C -0.3277 -0.0206 1.9430
C -1.2908 0.2092 3.1070
C -1.8124 -1.2041 3.3418
O -0.7496 -2.0950 2.9839
C 0.2676 -1.3772 2.2970
H 0.4316 0.7558 1.8417
H -0.8811 -0.0838 1.0042
H -0.7484 0.5673 3.9804
H -2.0814 0.9236 2.8919
H -2.6770 -1.4205 2.7041
H -2.0950 -1.3898 4.3776
H 1.1355 -1.2686 2.9570
H 0.5756 -1.9521 1.4195
C -0.7994 5.1245 3.2071
C -1.7494 5.3568 4.3803
C -2.2792 3.9510 4.6283
O -1.2257 3.0538 4.2642
C -0.2086 3.7652 3.5581
H -0.0399 5.8969 3.0965
H -1.3635 5.0640 2.2735
H -1.1922 5.7105 5.2499
H -2.5415 6.0733 4.1696
H -3.1532 3.7405 4.0018
H -2.5506 3.7731 5.6689
H 0.6662 3.8701 4.2085
H 0.0827 3.1864 2.6788
C 1.7230 -4.2083 -1.3068
C 0.9553 -4.6769 -2.5443
C 0.8631 -3.3932 -3.3466
O 2.0313 -2.6209 -3.0391
C 2.7066 -3.2077 -1.8990
H 2.2237 -5.0137 -0.7747
H 1.0453 -3.7107 -0.6109
H 1.5399 -5.4181 -3.0915
H -0.0191 -5.1068 -2.3237
H -0.0234 -2.8140 -3.0447
H 0.8336 -3.5483 -4.4229
H 3.6168 -3.6953 -2.2524
H 2.9834 -2.4132 -1.2067
*
```

Summary:
* HOMO energy: -11.124 eV
* E: -1474.57788 Eh


- What is the formula in the sixth record?
  C21H24N6O2W